Molecular formula: CH4N2S
Method: DFT, wB97M-V/def2-TZVPD

Last column: natural (NBO) charge in e.
Cartesian coordinates (Å):
C -0.846 1.293 0.320  -0.260
N 0.025 0.321 -0.002  -0.220
N -0.068 -1.022 -0.309  -0.550
S 1.362 -1.899 -0.666  0.128
H -1.781 1.100 0.772  0.209
H -0.394 2.224 0.063  0.195
H 0.870 0.707 -0.357  0.369
H 0.832 -2.724 0.180  0.129

Its energy above the lowest of the compared OMol25 structures with the same formula, charge and spin is 4.092 eV. As for the HOMO energy (alpha / beta): -7.5 / -7.5 eV. The molar mass comes out at 76.124 g/mol. The total energy is -14913.51268 eV. The multiplicity is 1.